{"formula": "C2H8O2P2S", "method": "ωB97M-V/def2-TZVPD", "species": ["C", "C", "O", "O", "P", "P", "S", "H", "H", "H", "H", "H", "H", "H", "H"], "xyz": [[-2.516, -0.531, 0.117], [-1.104, -0.758, -0.314], [1.039, 0.869, -0.875], [-0.881, 1.556, 0.666], [2.312, 0.742, 0.059], [3.086, -1.133, -0.409], [-0.624, 1.065, -0.657], [-2.920, -1.576, 0.122], [-2.712, 0.143, 1.032], [-3.192, -0.065, -0.658], [-1.054, -1.402, -1.075], [-0.448, -1.041, 0.490], [3.202, 1.911, -0.179], [1.587, 1.059, 1.263], [4.224, -0.839, 0.419]], "forces_ev_per_angstrom": [[-2.660, -0.254, 0.278], [0.227, 4.643, 2.160], [-0.944, 0.485, -1.583], [0.069, 1.429, 1.396], [0.523, -0.072, 0.752], [0.182, 0.448, 0.555], [0.679, -2.355, -0.793], [-0.218, 0.895, 0.956], [0.627, -1.772, -1.168], [1.031, -0.229, 0.255], [0.481, -2.210, -3.242], [0.300, -0.134, 0.387], [-1.086, -0.917, 0.392], [0.944, 0.048, -0.120], [-0.154, -0.006, -0.228]], "total_energy_ev": -35708.48784, "relative_energy_kj_mol": 259.2, "lumo_ev": 0.5374, "gap_ev": 8.127}